Entry 1:
Formula: C3H10NO
Source: the Open Molecules 2025 dataset
Level of theory: the ωB97M-V functional and the def2-TZVPD basis

XYZ file:
```
15
Properties=species:S:1:pos:R:3:forces:R:3:mulliken_spin:R:1
O -3.6814 -2.4256 1.0090 0.0 -0.1 -0.1 0.00
N 1.5998 0.5537 -0.1920 -0.9 0.0 0.4 -0.74
C 1.3904 1.8970 0.4077 1.5 -0.6 -0.6 3.23
C -2.3699 -2.0874 0.9387 -0.4 0.2 0.3 -0.01
C 0.9422 0.3784 -1.4780 1.1 -0.2 -0.6 1.31
H 1.5846 0.8316 -2.2365 0.0 0.2 -0.2 -0.76
H -1.9978 -1.8174 -0.0800 0.1 -0.1 -0.1 0.00
H 2.3607 2.4043 0.4474 0.1 0.3 0.0 -0.52
H 0.7767 2.5339 -0.2292 -0.5 0.0 0.4 -0.70
H -0.0390 0.8356 -1.5990 -0.3 -0.1 0.3 -0.10
H 0.9158 -0.6925 -1.7319 -0.3 0.2 0.2 -0.01
H -2.1049 -1.1758 1.5430 0.1 -0.1 0.0 0.00
H -1.6666 -2.8814 1.3128 0.1 0.0 -0.1 -0.01
H 1.1728 -0.1124 0.4373 0.0 0.0 0.0 -0.03
H 1.1165 1.7582 1.4507 -0.5 0.4 0.1 -0.67
```
Forces are in eV/Å.

Values from the calculation:
Multiplicity   2
F_max   1.70 eV Å⁻¹
Energy above the lowest of the compared OMol25 structures with the same formula, charge and spin   64.18 kJ/mol
Gap between HOMO and LUMO (spin up / spin down)   2.97 / 6.50 eV
Net charge   -2
E_HOMO (spin up / spin down)   3.82 / 0.42 eV

***

Entry 2:
Formula: C6H5N2O4PtS3
Source: the Open Molecules 2025 dataset
Level of theory: the ωB97M-V functional and the def2-TZVPD basis

XYZ file:
```
21
Properties=species:S:1:pos:R:3:forces:R:3:mulliken_spin:R:1
Pt -1.0472 0.0424 -0.5046 0.5 -0.1 0.1 0.66
S -3.0929 0.7444 -2.7390 -0.2 0.2 0.2 0.03
S -1.1528 1.5010 -2.3351 0.0 -0.2 -0.1 0.03
S 1.5020 -0.3985 -0.5174 -0.1 0.1 0.1 0.14
O 1.2449 1.8495 1.3990 -0.1 0.0 0.0 0.04
O -2.9445 -0.6433 -3.1640 0.1 0.0 -0.1 -0.01
O -3.6585 1.6098 -3.7713 0.0 0.0 0.0 0.01
O -3.7666 0.8647 -1.4383 -0.1 -0.1 -0.1 0.01
N -1.4430 -2.0997 1.6398 0.0 -0.1 0.1 0.00
N 2.0180 2.0894 0.4133 0.2 0.1 -0.1 0.02
C 2.2892 1.1295 -0.5487 -0.2 -0.2 0.0 0.01
C 2.5890 3.3213 0.3129 0.0 -0.1 0.0 -0.03
C 3.8623 2.6802 -1.5931 -0.1 -0.1 0.0 -0.02
C -1.2673 -1.2363 0.8183 -0.2 0.1 -0.1 0.06
C 3.5087 3.6446 -0.6536 0.0 0.0 0.0 0.04
C 3.2396 1.4514 -1.5260 0.1 0.2 -0.1 0.00
H -1.3978 -3.0886 1.4464 0.0 0.0 0.0 0.00
H 4.5837 2.8909 -2.3724 0.0 0.0 0.0 0.00
H 3.9265 4.6427 -0.6680 0.0 0.0 0.0 0.00
H 3.4454 0.6830 -2.2576 0.0 0.0 0.0 0.00
H 2.2471 3.9969 1.0820 0.0 0.0 0.0 0.00
```
Forces are in eV/Å.

Values from the calculation:
Multiplicity   2
F_max   0.50 eV Å⁻¹
Energy above the lowest of the compared OMol25 structures with the same formula, charge and spin   178.02 kJ/mol
Gap between HOMO and LUMO (spin up / spin down)   5.37 / 6.09 eV
Net charge   -2
E_HOMO (spin up / spin down)   -0.29 / -1.02 eV

***

Entry 3:
Formula: C19H21AuO2PS5
Source: the Open Molecules 2025 dataset
Level of theory: the ωB97M-V functional and the def2-TZVPD basis

XYZ file:
```
49
Properties=species:S:1:pos:R:3:forces:R:3:mulliken_spin:R:1
Au -0.0454 -1.2887 -1.0382 -0.1 -0.1 0.4 0.41
S 2.0266 -1.8730 0.0396 -0.1 -0.1 -0.3 0.39
S 2.8750 -1.7839 2.8409 0.0 0.0 0.0 0.02
S 0.9795 1.8701 -2.5026 -0.4 0.0 0.1 0.01
S 0.6410 0.0313 3.6360 0.1 0.0 0.0 0.05
S -0.4762 0.1373 0.9378 -0.1 -0.2 -0.1 0.68
P -2.2638 -1.8542 -1.5288 0.0 0.1 0.0 0.07
O 2.5532 -0.7786 5.2598 0.0 -0.1 0.0 0.05
O 0.6393 0.4089 -2.6872 0.1 -0.1 -0.2 0.00
C -3.9945 -1.8515 2.1422 0.0 0.0 0.0 0.00
C 1.7900 2.9297 -0.1437 0.1 0.0 0.1 -0.01
C -2.3976 -3.6474 -1.7506 0.0 0.0 -0.1 0.00
C 3.1445 1.1068 -0.9664 0.0 0.1 0.0 0.00
C -3.3281 -1.4379 -0.1357 0.0 0.0 0.0 -0.01
C 1.7388 -1.3386 1.6064 -0.1 0.1 0.1 0.13
C -4.7942 -0.7156 2.1138 0.0 0.0 0.0 0.00
C 2.1209 -0.8422 4.1572 0.1 0.1 0.0 0.01
C 3.6744 2.1473 1.1548 0.0 0.0 0.0 -0.01
C 2.1105 2.2488 -3.8225 0.2 0.0 0.0 0.00
C -3.2587 -2.2092 1.0249 0.0 0.0 0.0 -0.01
C 2.5964 3.0094 0.9848 -0.1 0.0 0.0 0.01
C -3.0163 -1.1492 -3.0101 0.0 0.0 0.0 0.00
C 0.6923 -0.4850 1.9880 0.1 0.0 -0.1 0.17
C 4.5550 2.2401 2.3707 0.0 0.0 0.0 0.00
C -4.1291 -0.3000 -0.1587 0.0 0.0 0.0 0.01
C -4.8615 0.0577 0.9661 0.0 0.0 0.0 -0.01
C 3.9359 1.1962 0.1627 0.0 0.0 0.0 0.00
C 2.0733 1.9831 -1.1143 0.1 0.0 0.0 -0.01
H -1.9246 -4.1722 -0.9234 0.0 0.0 0.0 0.00
H -5.4877 0.9393 0.9410 0.0 0.0 0.0 0.00
H -2.6263 -3.0880 1.0644 0.0 0.0 0.0 0.00
H -3.4462 -3.9381 -1.8183 0.0 0.0 0.0 0.00
H 5.5287 2.6569 2.1073 0.0 0.0 0.0 0.00
H -5.3668 -0.4359 2.9881 0.0 0.0 0.0 0.00
H -3.9452 -2.4584 3.0362 0.0 0.0 0.0 0.00
H 4.1146 2.8786 3.1345 0.0 0.0 0.0 0.00
H 1.5686 2.1178 -4.7568 0.0 0.0 0.0 0.00
H -4.1942 0.3136 -1.0482 0.0 0.0 0.0 0.00
H 2.9647 1.5750 -3.7708 0.0 0.0 -0.1 0.00
H 0.9429 3.5953 -0.2611 0.0 0.0 0.0 0.00
H 4.7701 0.5147 0.2858 0.0 0.0 0.0 0.01
H -2.4148 -1.4379 -3.8717 0.0 0.0 0.0 0.00
H 4.7310 1.2550 2.8041 0.0 0.0 0.0 0.00
H -1.8826 -3.9263 -2.6702 0.0 0.0 0.0 0.01
H 3.3438 0.3532 -1.7192 0.0 0.0 0.0 0.01
H 2.4244 3.2860 -3.7069 0.0 0.0 0.0 0.00
H -4.0326 -1.5261 -3.1281 0.0 0.0 0.0 0.00
H -3.0271 -0.0622 -2.9598 0.0 0.0 0.0 0.00
H 2.3782 3.7482 1.7462 0.0 0.0 0.0 0.00
```
Forces are in eV/Å.

Values from the calculation:
Multiplicity   3
F_max   0.45 eV Å⁻¹
Energy above the lowest of the compared OMol25 structures with the same formula, charge and spin   17.56 kJ/mol
Gap between HOMO and LUMO (spin up / spin down)   8.31 / 6.02 eV
Net charge   +1
E_HOMO (spin up / spin down)   -10.78 / -11.74 eV

***

Entry 4:
Formula: C4H11NS2
Source: the Open Molecules 2025 dataset
Level of theory: the ωB97M-V functional and the def2-TZVPD basis

XYZ file:
```
18
Properties=species:S:1:pos:R:3:forces:R:3:mulliken_spin:R:1
S 0.8158 0.4894 2.0566 1.1 -1.9 0.6 0.58
S -0.1862 2.2785 1.7102 -1.4 1.9 -0.4 0.37
N -0.9717 -1.2409 -2.5319 -0.1 0.5 -0.4 0.00
C -0.8626 -2.0147 -3.7311 -0.2 -0.3 0.1 0.00
C 0.2504 -0.6960 0.7872 0.0 0.5 0.0 -0.10
C 0.1156 -0.1120 -0.6136 0.5 -0.2 0.1 0.05
C 0.2024 -1.1831 -1.7034 -0.1 0.0 0.3 -0.06
H 1.0323 -1.4486 0.7820 0.0 -0.2 0.0 0.10
H -1.3654 2.1553 2.3904 0.3 -0.1 -0.1 0.00
H -0.6380 -3.0788 -3.5508 0.1 -0.1 -0.1 0.00
H -1.7898 -1.9838 -4.3113 0.1 0.1 0.1 0.00
H 0.4889 -2.1365 -1.2376 -0.2 -0.3 0.0 0.00
H 1.0352 -0.9362 -2.3457 0.3 0.1 -0.5 0.00
H -1.8660 -1.2483 -2.0732 0.1 -0.2 0.2 -0.01
H -0.6863 -1.1364 1.1154 -0.1 -0.3 0.0 -0.01
H -0.0585 -1.5976 -4.3422 0.0 -0.1 -0.1 0.00
H -0.8253 0.4113 -0.7255 0.0 0.4 0.1 0.09
H 0.9544 0.5827 -0.7517 -0.4 0.1 0.0 -0.03
```
Forces are in eV/Å.

Values from the calculation:
Multiplicity   2
F_max   2.37 eV Å⁻¹
Energy above the lowest of the compared OMol25 structures with the same formula, charge and spin   82.15 kJ/mol
Gap between HOMO and LUMO (spin up / spin down)   2.63 / 7.78 eV
Net charge   -1
E_HOMO (spin up / spin down)   0.52 / -4.64 eV

***

Entry 5:
Formula: C5H8N5S
Source: the Open Molecules 2025 dataset
Level of theory: the ωB97M-V functional and the def2-TZVPD basis

XYZ file:
```
19
Properties=species:S:1:pos:R:3:forces:R:3:lowdin_charge:R:1
S 0.6541 2.5690 -2.2273 -0.4 1.1 -1.2 0.34
N -2.9373 -1.3025 -0.5207 0.6 -0.4 0.6 -0.09
N -2.1886 -2.4552 1.0720 -0.7 -0.4 0.2 -0.14
N -1.2013 -1.6744 0.6206 0.0 0.2 -0.2 -0.15
N -3.2559 -2.2599 0.4089 -0.6 0.1 -0.4 -0.10
N 0.8709 1.4309 -1.0434 0.6 -1.9 0.3 -0.65
C 1.5679 0.6798 1.0784 0.1 0.0 -0.1 -0.16
C 0.8495 1.8197 0.3610 0.0 0.2 0.8 -0.24
C 1.3320 -0.5104 0.1372 -0.3 -0.3 0.4 -0.19
C -1.6364 -0.9193 -0.4018 -0.3 0.3 -0.5 -0.23
C 1.0468 0.1438 -1.1553 -0.1 1.0 0.6 -0.15
H 0.4311 -1.0990 0.4713 0.9 0.3 -0.2 0.03
H 1.1630 0.5090 2.0736 0.0 0.0 0.0 0.10
H 2.6372 0.9000 1.1677 -0.1 0.0 0.0 0.10
H 1.3143 2.8000 0.4827 -0.1 -0.1 -0.1 0.09
H -0.1987 1.8790 0.6694 0.0 0.0 -0.1 0.12
H 2.1736 -1.2020 0.0899 0.1 0.0 -0.1 0.11
H -3.6344 -0.9702 -1.1708 0.2 -0.2 0.3 0.09
H 1.0122 -0.3384 -2.1135 -0.1 0.1 -0.2 0.11
```
Forces are in eV/Å.

Values from the calculation:
F_max   2.07 eV Å⁻¹
Energy above the lowest of the compared OMol25 structures with the same formula, charge and spin   0.00 kJ/mol
Gap between HOMO and LUMO   7.47 eV
Net charge   -1
E_HOMO   -3.89 eV